Entry 1:
{
  "formula": "C4H9NO2",
  "method": "ωB97M-V with the def2-TZVPD basis set",
  "charge": 0,
  "relative_energy_kcal_mol": 110.8,
  "energy_ha": -362.9089,
  "gap_ev": 9.3,
  "fmax_ev_per_a": 3.0,
  "elements": ["C", "O", "C", "C", "N", "O", "C", "H", "H", "H", "H", "H", "H", "H", "H", "H"],
  "xyz": [[2.0567, 0.2725, -0.2912], [1.3125, -0.3347, 0.7418], [0.0867, 0.2875, 1.0259], [-0.8859, 0.1252, -0.1626], [-2.0862, 0.9274, 0.0691], [-1.8328, 2.0464, -0.3279], [-1.1763, -1.3835, -0.3890], [3.0213, -0.2391, -0.3217], [1.5675, 0.1688, -1.2695], [2.2222, 1.3424, -0.0929], [0.2163, 1.3670, 1.2002], [-0.2836, -0.1910, 1.9353], [-0.5027, 0.9734, -0.8424], [-1.6369, -1.8547, 0.5032], [-0.2353, -1.9181, -0.5483], [-1.8436, -1.5895, -1.2301]],
  "nbo_charge": [-0.258, -0.529, -0.055, -0.226, 0.169, -0.298, -0.632, 0.199, 0.171, 0.171, 0.173, 0.193, 0.241, 0.224, 0.235, 0.222]
}

Entry 2:
{
  "formula": "C3H5NO2",
  "method": "ωB97M-V with the def2-TZVPD basis set",
  "charge": 0,
  "relative_energy_kcal_mol": 3.6,
  "energy_ha": -322.5686,
  "gap_ev": 10.9,
  "fmax_ev_per_a": 0.5,
  "elements": ["O", "C", "N", "C", "C", "O", "H", "H", "H", "H", "H"],
  "xyz": [[2.6325, 0.1672, -0.1529], [1.4319, 0.1704, -0.0849], [0.6297, -0.7639, 0.5250], [-0.7650, -0.5844, 0.1870], [-0.7274, 0.8776, -0.3033], [0.6399, 1.1428, -0.6128], [1.0581, -1.6575, 0.7057], [-1.1098, -1.2741, -0.5954], [-1.4170, -0.6975, 1.0589], [-1.0518, 1.5737, 0.4770], [-1.3211, 1.0456, -1.2043]],
  "nbo_charge": [-0.603, 0.876, -0.648, -0.240, -0.076, -0.491, 0.413, 0.187, 0.203, 0.184, 0.197]
}

Entry 3:
{
  "formula": "ClFHOPS",
  "method": "ωB97M-V with the def2-TZVPD basis set",
  "charge": 0,
  "relative_energy_kcal_mol": 86.7,
  "energy_ha": -1375.4133,
  "gap_ev": [7.2, 7.1],
  "fmax_ev_per_a": 1.6,
  "elements": ["O", "F", "P", "S", "Cl", "H"],
  "xyz": [[-1.1272, 0.4790, 0.1920], [0.5287, 2.1623, -0.3571], [0.2244, 0.6325, -0.7021], [-0.1760, -2.7303, -0.3061], [1.6221, -0.1969, 0.5315], [-1.0721, -0.3466, 0.6419]],
  "nbo_charge": [-0.991, -0.575, 1.416, -0.024, -0.333, 0.507]
}

Entry 4:
{
  "formula": "C30H25BeN3O2Sb",
  "method": "ωB97M-V with the def2-TZVPD basis set",
  "charge": -1,
  "relative_energy_kcal_mol": 0.0,
  "energy_ha": -1727.9459,
  "gap_ev": 5.1,
  "fmax_ev_per_a": 0.4,
  "elements": ["Be", "O", "N", "N", "O", "C", "C", "C", "C", "C", "C", "H", "H", "H", "H", "H", "N", "C", "C", "C", "C", "C", "C", "H", "H", "H", "H", "H", "C", "C", "C", "C", "C", "C", "Sb", "C", "C", "C", "C", "C", "C", "C", "C", "C", "C", "C", "C", "H", "H", "H", "H", "H", "H", "H", "H", "H", "H", "H", "H", "H", "H", "H"],
  "xyz": [[2.0346, -1.4559, -0.1452], [1.8163, -1.5492, 1.5027], [0.9639, -2.4468, 1.8231], [0.4672, -2.9851, 0.7867], [0.8671, -2.5914, -0.4044], [-0.5008, -4.0377, 0.8886], [-1.0583, -4.3595, 2.1164], [-1.9721, -5.3975, 2.1791], [-2.3226, -6.1008, 1.0322], [-1.7592, -5.7543, -0.1855], [-0.8434, -4.7129, -0.2668], [-0.7816, -3.7989, 2.9973], [-2.4173, -5.6526, 3.1322], [-3.0385, -6.9106, 1.0906], [-2.0295, -6.2933, -1.0844], [-0.3948, -4.4181, -1.2036], [2.8272, -0.5215, -0.9228], [3.6981, 0.2237, -1.5752], [5.0196, -0.2178, -1.9153], [5.9296, 0.5952, -2.5624], [5.6095, 1.8994, -2.9452], [4.3259, 2.3576, -2.6546], [3.4041, 1.5631, -1.9982], [5.2892, -1.2284, -1.6264], [6.9202, 0.2051, -2.7810], [6.3357, 2.5339, -3.4382], [4.0369, 3.3611, -2.9548], [2.4120, 1.9503, -1.7823], [-2.3222, 4.5053, -2.7840], [-1.4501, 4.7009, -1.7234], [-0.9196, 3.6124, -1.0389], [-1.2565, 2.3070, -1.3945], [-2.1239, 2.1301, -2.4752], [-2.6614, 3.2119, -3.1587], [-0.2533, 0.5433, -0.5971], [0.4847, 1.6149, 1.1108], [1.8606, 1.6988, 1.3153], [2.3660, 2.4625, 2.3637], [1.5068, 3.1422, 3.2137], [0.1326, 3.0668, 3.0137], [-0.3721, 2.3128, 1.9641], [-1.9949, -0.2862, 0.4320], [-2.0647, -0.4847, 1.8113], [-3.1464, -1.1401, 2.3895], [-4.1795, -1.6174, 1.5954], [-4.1135, -1.4544, 0.2179], [-3.0244, -0.8089, -0.3530], [-2.7224, 5.3531, -3.3267], [-1.1738, 5.7064, -1.4285], [-0.2306, 3.7915, -0.2224], [-2.3838, 1.1271, -2.8000], [-3.3325, 3.0460, -3.9933], [2.5299, 1.1564, 0.6507], [3.4376, 2.5245, 2.5094], [1.9037, 3.7370, 4.0282], [-0.5443, 3.6012, 3.6702], [-1.4437, 2.2816, 1.7985], [-1.2594, -0.1339, 2.4469], [-3.1832, -1.2750, 3.4647], [-5.0225, -2.1288, 2.0440], [-4.9082, -1.8365, -0.4124], [-2.9740, -0.7249, -1.4344]],
  "nbo_charge": [1.635, -0.632, 0.165, 0.135, -0.711, 0.183, -0.233, -0.204, -0.220, -0.202, -0.236, 0.242, 0.211, 0.209, 0.212, 0.254, -1.462, 0.206, -0.266, -0.224, -0.361, -0.191, -0.335, 0.184, 0.182, 0.185, 0.184, 0.183, -0.231, -0.234, -0.169, -0.361, -0.240, -0.209, 1.181, -0.406, -0.139, -0.237, -0.220, -0.228, -0.247, -0.371, -0.182, -0.244, -0.218, -0.222, -0.236, 0.201, 0.203, 0.212, 0.198, 0.200, 0.257, 0.210, 0.200, 0.200, 0.215, 0.212, 0.203, 0.201, 0.203, 0.201]
}

Entry 5:
{
  "formula": "C18H9BrCl5N5O3Ru",
  "method": "ωB97M-V with the def2-TZVPD basis set",
  "charge": 1,
  "relative_energy_kcal_mol": 25.8,
  "s_squared": 0.754,
  "energy_ha": -6160.5503,
  "multiplicity": 2,
  "gap_ev": [6.6, 6.3],
  "fmax_ev_per_a": 0.7,
  "elements": ["Ru", "Br", "C", "C", "C", "C", "C", "N", "C", "O", "O", "H", "H", "H", "N", "C", "C", "N", "C", "C", "N", "C", "C", "N", "H", "H", "H", "H", "H", "H", "Cl", "C", "C", "Cl", "C", "Cl", "C", "O", "C", "Cl", "C", "Cl"],
  "xyz": [[-0.9220, -0.1206, 0.2333], [2.1736, 1.6210, -0.4853], [2.1128, 0.1847, 0.7100], [3.3088, -0.2157, 1.2917], [3.3083, -1.2503, 2.2041], [2.1058, -1.8653, 2.5149], [0.9637, -1.4283, 1.8898], [0.9512, -0.4108, 0.9951], [-0.3645, -2.0859, 2.1473], [-0.4884, -2.8903, 3.0330], [-1.3228, -1.6689, 1.3566], [4.2143, 0.3017, 1.0128], [4.2325, -1.5722, 2.6640], [2.0146, -2.6831, 3.2153], [-1.3178, 4.0308, 0.1845], [-1.0586, 3.9548, -1.1676], [-0.8724, 2.6382, -1.4549], [-1.0164, 1.9213, -0.2944], [-1.2881, 2.7794, 0.6723], [-1.5308, 2.2003, 1.9691], [-1.4753, 0.8815, 2.0285], [-1.8169, 0.5175, 3.3076], [-2.0710, 1.6466, 4.0234], [-1.8869, 2.7053, 3.1624], [-1.5141, 4.8761, 0.6939], [-1.0318, 4.8307, -1.7901], [-0.6383, 2.1494, -2.3836], [-1.8739, -0.5110, 3.6193], [-2.3658, 1.7873, 5.0474], [-2.0196, 3.6760, 3.3927], [0.8008, -4.2045, -5.8724], [0.4268, -3.0763, -4.6369], [-0.3263, -3.4684, -3.5326], [-0.9014, -5.0792, -3.4070], [-0.6168, -2.5541, -2.5296], [-1.5664, -2.9932, -1.1729], [-0.1614, -1.2314, -2.5856], [-0.4549, -0.3295, -1.6564], [0.5714, -0.8492, -3.7186], [1.0775, 0.7942, -3.8608], [0.8655, -1.7575, -4.7284], [1.7751, -1.2511, -6.0920]],
  "mulliken_spin": [0.900, 0.000, -0.001, -0.001, 0.000, -0.001, 0.010, -0.028, -0.009, 0.030, 0.034, 0.000, 0.000, 0.000, 0.000, 0.002, -0.001, 0.028, -0.004, -0.006, 0.011, 0.004, 0.001, -0.001, 0.000, 0.000, -0.001, -0.001, 0.000, 0.000, 0.000, -0.003, 0.004, 0.001, 0.003, 0.006, 0.009, 0.016, -0.003, 0.001, 0.002, 0.000]
}

Entry 6:
{
  "formula": "C3H6O",
  "method": "ωB97M-V with the def2-TZVPD basis set",
  "charge": 0,
  "relative_energy_kcal_mol": 99.1,
  "energy_ha": -192.9852,
  "gap_ev": [7.8, 8.9],
  "fmax_ev_per_a": 5.5,
  "elements": ["C", "C", "C", "O", "H", "H", "H", "H", "H", "H"],
  "xyz": [[1.2004, -0.5841, 0.0075], [0.3917, 0.5846, -0.3235], [-0.9325, 0.3940, 0.3720], [-1.8422, -0.4756, -0.1260], [1.1026, -1.5828, -0.2570], [1.4899, -0.4625, 1.1448], [0.7719, 1.4193, 0.2390], [0.4630, 0.6339, -1.3852], [-0.7246, 0.4797, 1.4302], [-1.9201, -0.4064, -1.1017]],
  "nbo_charge": [-0.314, -0.560, 0.154, -0.673, 0.174, 0.147, 0.220, 0.207, 0.160, 0.485]
}

Entry 7:
{
  "formula": "C4H7O6S2",
  "method": "ωB97M-V with the def2-TZVPD basis set",
  "charge": -1,
  "relative_energy_kcal_mol": 97.6,
  "energy_ha": -1404.3314,
  "gap_ev": [7.4, 7.8],
  "fmax_ev_per_a": 3.2,
  "elements": ["C", "C", "C", "C", "O", "O", "O", "O", "O", "O", "S", "S", "H", "H", "H", "H", "H", "H", "H"],
  "xyz": [[2.8117, 0.0760, 0.8870], [-0.2867, -1.2035, 0.5250], [0.4486, 1.1247, 0.2303], [-0.5151, 0.0870, -0.2458], [3.3775, 1.8492, -1.3480], [2.2885, -1.6254, -1.2987], [3.8497, -2.3928, 0.5190], [4.8923, 1.8045, 0.5243], [4.4472, -0.3118, -0.8955], [3.0075, 0.1691, 2.1012], [3.2574, -1.2794, -0.2514], [3.8264, 1.1603, -0.1634], [-0.0942, -1.0420, 1.5896], [0.5955, -1.7086, 0.0629], [-1.0405, -1.9343, 0.5017], [0.4117, 1.5628, 1.2506], [0.9926, 1.7313, -0.4596], [-1.5152, 0.2289, 0.1682], [-0.5155, 0.0606, -1.3389]],
  "nbo_charge": [-0.158, -0.607, -0.362, -0.486, -0.921, -0.915, -0.913, -0.905, -0.864, -0.609, 2.181, 2.171, 0.206, 0.227, 0.185, 0.175, 0.187, 0.194, 0.214]
}